Entry from the OMol25 dataset: a 2-piece molecular cluster, C5H12NOS overall in a non-equilibrium geometry (ωB97M-V/def2-TZVPD).

Computed properties:
- E_LUMO (eV) = 3.958
- max |F| (eV Å⁻¹) = 1.56
- energy (hartree) = -725.91125
- relative energy (zero: lowest compared OMol25 entry of this formula, charge and spin) (kJ/mol) = 113.8

ORCA input file:
```
! RIJCOSX wB97M-V def2-TZVPD def2/J DEFGRID3
* xyz -1 1
C 1.06934 -2.60929 2.19299
C 1.11710 -1.10777 2.42023
C 1.20101 -0.24017 1.40343
O 1.12739 1.09353 1.48177
H 0.37481 -3.07026 2.89129
H 0.84030 -2.79092 1.14274
H 2.07994 -2.99784 2.36819
H 0.99284 -0.70898 3.42306
H 1.37255 -0.64565 0.41074
H 0.74328 1.44458 0.61079
C -1.60790 -0.48652 -1.86979
C -1.71816 0.73924 -0.94889
S -0.32995 1.93661 -1.13331
N -0.26920 -1.08239 -1.84614
H -1.85038 -0.14156 -2.88122
H -2.30066 -1.26955 -1.54039
H -1.74065 0.38058 0.08900
H -2.63023 1.28625 -1.17794
H 0.40419 -0.32212 -1.90509
H -0.16304 -1.68466 -2.65046
*
```

Here are the Löwdin charges for atoms 1 to 2, given in e: C -0.136; C -0.178



Entry from the OMol25 dataset: one molecule with the formula C3H5NOS in a non-equilibrium geometry (ωB97M-V/def2-TZVPD).

Computed properties:
- E_LUMO (eV) = 0.253
- max |F| (eV Å⁻¹) = 4.25
- energy (hartree) = -645.43946
- SMILES string = N/C=C\C(O)=S
- relative energy (zero: lowest compared OMol25 entry of this formula, charge and spin) (kJ/mol) = 189.6

ORCA input file:
```
! RIJCOSX wB97M-V def2-TZVPD def2/J DEFGRID3
* xyz 0 1
N 1.72901 -0.42554 0.62912
C 0.63525 0.51003 0.84892
C -0.63717 0.60068 0.43182
C -1.26307 -0.11933 -0.74468
O -0.45523 -0.73435 -1.58064
S -2.82316 0.10379 -1.02030
H 2.56549 -0.18692 1.17009
H 2.03890 -0.98127 -0.30769
H 0.81975 1.10750 1.79457
H -1.45837 1.28568 0.85074
H -1.15140 -1.16026 -2.07195
*
```

Here are the Löwdin charges for atoms 1 to 2, given in e: N 0.015; C -0.179